[1]
Here is a structure of composition C49H39AsN2NaO4PS2Se2 from the OMol25 dataset. Energies are from ωB97M-V with the def2-TZVPD basis set.

Each line ends with the Mulliken charge.
Cartesian coordinates (Å):
Na 0.2147 -0.2619 -0.2214  0.938
Se -1.9937 -0.1168 2.1640  -0.461
P -0.5362 -1.1906 3.3288  1.055
Se 1.0645 -2.2505 2.3837  -0.526
C -1.4713 -2.3353 4.4211  0.088
C -2.3250 -1.8157 5.3945  -0.415
C -3.0657 -2.6637 6.2073  -0.608
C -2.9697 -4.0441 6.0472  -0.364
C -2.1320 -4.5653 5.0693  -0.518
C -1.3804 -3.7134 4.2623  -0.345
C 0.1870 -0.0515 4.5743  -0.124
C 0.1418 1.3264 4.4061  0.379
C 0.7526 2.1621 5.3372  -0.300
C 1.3984 1.6291 6.4437  -0.542
C 1.4554 0.2473 6.6110  -0.606
C 0.8591 -0.5868 5.6756  -0.438
H -2.4121 -0.7392 5.5064  0.340
H -3.7222 -2.2457 6.9684  0.350
H -3.5515 -4.7097 6.6815  0.340
H -2.0537 -5.6422 4.9336  0.360
H -0.7070 -4.1039 3.5044  0.199
H -0.3598 1.7380 3.5386  -0.195
H 0.7321 3.2363 5.1794  0.308
H 1.8748 2.2855 7.1662  0.341
H 1.9727 -0.1806 7.4664  0.352
H 0.9277 -1.6647 5.7863  0.327
S 2.1682 1.6907 1.4147  -0.271
C 2.7469 3.1707 0.7146  -0.073
C 3.9779 3.7514 1.0993  -0.703
C 4.4060 4.9643 0.5843  -0.476
C 3.6314 5.6632 -0.3436  -0.753
C 2.4211 5.1117 -0.7491  -0.282
C 1.9844 3.8926 -0.2365  -0.145
As 0.3812 2.9545 -0.7959  0.664
C -0.2205 4.1867 -2.2380  -0.006
C -1.0105 5.3274 -2.0795  0.164
C -1.4151 6.0782 -3.1814  -0.785
C -1.0318 5.7044 -4.4643  -0.338
C -0.2391 4.5746 -4.6389  -0.709
C 0.1543 3.8232 -3.5351  -0.679
C -0.8735 3.5694 0.5852  0.259
C -0.4264 4.0323 1.8214  -0.459
C -1.3391 4.3806 2.8138  -0.378
C -2.7056 4.2729 2.5851  -0.708
C -3.1588 3.8156 1.3551  -0.668
C -2.2465 3.4606 0.3666  0.552
H 4.5863 3.2183 1.8220  0.404
H 5.3611 5.3760 0.9100  0.290
H 3.9658 6.6162 -0.7423  0.362
H 1.8120 5.6364 -1.4708  0.361
H -1.3182 5.6275 -1.0904  0.496
H -2.0302 6.9618 -3.0349  0.399
H -1.3447 6.2910 -5.3200  0.336
H 0.0650 4.2698 -5.6344  0.351
H 0.7496 2.9266 -3.6837  0.375
H 0.6353 4.0896 2.0176  0.347
H -0.9769 4.7211 3.7780  0.344
H -3.4125 4.5294 3.3697  0.309
H -4.2259 3.7118 1.1660  0.407
H -2.6109 3.0844 -0.5735  0.166
O 1.0896 -0.8723 -2.1879  -0.485
C 1.0605 -1.9405 -2.7673  -0.636
C 0.2806 -3.1164 -2.4337  1.025
C 0.3709 -4.1900 -3.3031  -0.286
C -0.3378 -5.3585 -3.0739  -0.494
C -1.1510 -5.4783 -1.9136  -0.343
C -1.2524 -4.4461 -1.0412  -0.581
C -0.5776 -3.1747 -1.2560  -0.263
O -0.7599 -2.2207 -0.4934  -0.147
N -0.2478 -6.4396 -4.0023  1.007
O -0.9306 -7.4324 -3.8283  -0.690
O 0.4138 -6.3118 -5.0183  -0.690
H 1.6988 -2.0826 -3.6648  0.123
H 1.0018 -4.1157 -4.1807  0.451
H -1.6689 -6.4068 -1.7371  0.469
H -1.8516 -4.5190 -0.1380  0.475
N -1.8282 0.5877 -1.3226  0.147
S -2.2282 0.8255 -2.8061  0.356
C -3.6392 1.9494 -2.8924  0.098
C -4.8242 1.6451 -2.2285  -0.275
C -5.8409 2.5831 -2.1853  -0.748
C -5.6734 3.8229 -2.8038  -0.467
C -4.4873 4.1230 -3.4537  -0.507
C -3.4598 3.1825 -3.4998  -0.129
C -3.0667 -0.6194 -3.4968  0.596
C -3.5376 -0.5940 -4.8065  -0.507
C -4.0982 -1.7403 -5.3503  -0.639
C -4.1735 -2.9056 -4.5912  -0.581
C -3.6919 -2.9208 -3.2895  -0.589
C -3.1346 -1.7715 -2.7318  -0.305
H -2.6102 0.2979 -0.7047  -0.127
H -4.9361 0.6795 -1.7316  0.374
H -6.7633 2.3569 -1.6608  0.388
H -6.4703 4.5598 -2.7587  0.374
H -4.3425 5.0950 -3.9136  0.422
H -2.5060 3.4295 -3.9701  0.421
H -3.4574 0.3168 -5.3990  0.384
H -4.4594 -1.7345 -6.3729  0.362
H -4.5955 -3.8070 -5.0250  0.374
H -3.7196 -3.8322 -2.7040  0.459
H -2.7010 -1.7837 -1.7283  0.100

Cartesian forces (eV/Å) of the 3 atoms listed first:
0.01 0.38 0.56
0.05 0.03 0.06
-0.01 0.08 -0.07

E = -289525.245 eV
Energy above the lowest of the compared OMol25 structures with the same formula, charge and spin = 0.229 eV
LUMO energy = 0.12941 Eh
E_HOMO = -1.7790 eV
Gap between HOMO and LUMO = 5.30 eV
Net charge = -2

[2]
Here is a cluster of 6 separate species, C23H48O14S6 in total from the OMol25 dataset. Energies are from ωB97M-V with the def2-TZVPD basis set.

Each line ends with the Mulliken charge.
Cartesian coordinates (Å):
C -3.5984 -0.5500 1.4476  -0.262
O -3.8405 -0.5618 -0.0034  -0.322
S -3.5734 0.9612 -0.7212  0.661
O -4.3657 2.1004 0.0318  -0.551
O -1.9199 1.4624 -0.5223  -0.341
C -1.0187 0.2958 -0.6068  -0.183
C 0.3984 0.6931 -1.3360  0.236
O 1.2045 1.6908 -0.5593  -0.530
H -4.3876 -1.2785 1.9335  0.203
H -2.5360 -1.0509 1.6256  0.152
H -3.5534 0.5121 1.9368  0.320
H -0.8459 -0.0597 0.5197  -0.084
H -1.4677 -0.6309 -1.1655  0.497
H 1.1259 -0.2201 -1.5149  0.093
H 0.1958 1.1808 -2.3808  -0.055
H 0.9152 1.6335 0.4085  0.317
C 0.0655 -3.7697 5.7566  -0.789
C -0.4767 -2.4021 6.1694  0.290
C -0.4470 -1.5048 4.9333  -0.957
S -0.6073 -2.5906 3.5237  1.261
O 0.6218 -2.5390 2.7604  -0.863
O -1.9075 -2.3926 2.9147  -0.781
C -0.6334 -4.1130 4.4496  -0.693
H -0.1198 -4.5282 6.5228  0.392
H 1.1486 -3.7054 5.5979  0.346
H -1.5096 -2.5106 6.5219  -0.521
H 0.1051 -1.9663 6.9877  0.450
H -1.2728 -0.7888 4.9361  0.467
H 0.5054 -0.9748 4.8463  0.389
H -0.1298 -4.9011 3.8872  0.420
H -1.6798 -4.3822 4.6215  0.335
C -5.4936 -4.9810 8.8010  -0.584
C -5.9883 -3.5433 8.6490  -0.589
C -4.7741 -2.6716 8.3328  -0.781
S -3.5996 -3.7323 7.5040  1.303
O -2.4320 -3.8750 8.3482  -0.714
O -3.5065 -3.3438 6.1108  -0.657
C -4.5660 -5.2250 7.6201  -0.750
H -6.3215 -5.6958 8.8162  0.345
H -4.9394 -5.0837 9.7416  0.293
H -6.7060 -3.4902 7.8214  0.296
H -6.5009 -3.1942 9.5508  0.322
H -5.0372 -1.8382 7.6765  0.363
H -4.3044 -2.2935 9.2451  0.386
H -3.9094 -6.0854 7.7602  0.403
H -5.1321 -5.3303 6.6898  0.368
C 0.3412 -5.6169 -0.0477  -0.577
C 0.7007 -5.8371 -1.5163  -0.725
C 0.6382 -4.4786 -2.2125  -0.759
S 0.9991 -3.2578 -0.9591  1.250
O -0.1835 -2.4493 -0.7496  -0.495
O 2.3002 -2.6756 -1.2211  -0.765
C 1.1463 -4.4048 0.3967  0.336
H 0.5685 -6.4960 0.5623  0.425
H -0.7317 -5.4091 0.0431  0.287
H 1.7180 -6.2410 -1.5861  0.288
H 0.0285 -6.5568 -1.9940  0.346
H 1.3759 -4.4038 -3.0155  0.365
H -0.3619 -4.2758 -2.6052  0.390
H 0.7675 -3.9502 1.3137  -0.589
H 2.2053 -4.6553 0.5096  0.371
C 0.8924 3.5276 -4.6709  -0.421
C 2.3683 3.6567 -5.0443  -0.157
C 2.5437 3.0528 -6.4367  -0.700
S 0.9748 3.2499 -7.2680  1.160
O 0.4120 1.9375 -7.5069  -0.680
O 1.1131 4.2375 -8.3197  -0.657
C 0.1154 3.9912 -5.8941  -0.842
H 0.6434 4.1226 -3.7874  0.402
H 0.6569 2.4794 -4.4514  0.055
H 2.6481 4.7170 -5.0642  -0.285
H 3.0154 3.1603 -4.3143  0.490
H 3.3227 3.5688 -7.0037  0.353
H 2.7675 1.9838 -6.3840  0.420
H -0.9274 3.6695 -5.8881  0.471
H 0.1742 5.0776 -6.0096  0.356
C 5.9426 7.9132 -7.1690  -0.551
C 5.0415 8.9806 -6.5497  -0.599
C 3.7624 8.2871 -6.0839  -0.757
S 4.2159 6.5995 -5.7125  1.270
O 3.5455 5.7251 -6.6517  -0.636
O 4.1523 6.3930 -4.2794  -0.725
C 5.9249 6.7436 -6.1962  -0.786
H 6.9585 8.2845 -7.3327  0.351
H 5.5348 7.6020 -8.1381  0.291
H 5.5501 9.4330 -5.6897  0.287
H 4.8193 9.7839 -7.2592  0.318
H 3.3527 8.7589 -5.1872  0.371
H 3.0066 8.2689 -6.8739  0.398
H 6.2672 5.8084 -6.6425  0.377
H 6.5088 6.9689 -5.2988  0.377

Cartesian forces (eV/Å) of the 3 atoms listed first:
1.34 -1.40 1.52
0.98 2.91 0.89
-2.17 3.37 1.54

E = -118300.407 eV
LUMO energy = 0.01106 Eh
E_HOMO = -9.3784 eV
Gap between HOMO and LUMO = 9.68 eV

[3]
Here is a structure of composition C20H37IrN7OS2Si from the OMol25 dataset. Energies are from ωB97M-V with the def2-TZVPD basis set.

Each line ends with the Mulliken spin population.
Cartesian coordinates (Å):
Ir 0.3535 -0.5170 0.1249  0.541
C 0.3569 -3.9722 2.0380  0.000
C 1.5187 -3.0352 2.0044  0.004
C 2.5990 -3.2080 2.8534  -0.003
C 3.6822 -2.3457 2.7840  0.001
C 3.7066 -1.3383 1.8326  0.006
C 2.6060 -1.2091 1.0133  0.021
N 1.5364 -2.0120 1.1262  -0.019
N 2.3043 -0.2700 0.0448  0.051
Si 3.4705 0.7002 -0.9562  0.006
C 2.5960 0.8277 -2.6100  0.002
C 5.1135 -0.1274 -1.1570  0.002
C 3.5981 2.3624 -0.1084  0.002
H 0.6302 -4.9034 2.5269  0.000
H 0.0208 -4.1928 1.0275  0.000
H -0.4763 -3.5345 2.5935  0.000
H 2.5772 -4.0128 3.5739  0.000
H 4.5048 -2.4606 3.4772  0.000
H 4.5178 -0.6280 1.7622  -0.001
H 1.5254 0.6474 -2.5163  0.002
H 2.9951 0.0832 -3.3026  0.001
H 2.7480 1.8081 -3.0654  0.000
H 5.0966 -0.7951 -2.0195  0.000
H 5.4432 -0.7076 -0.2957  0.000
H 5.8674 0.6406 -1.3453  0.000
H 2.7100 2.5691 0.4880  -0.001
H 3.7179 3.1545 -0.8503  0.000
H 4.4615 2.4005 0.5596  0.000
C 0.6168 4.8398 0.4303  -0.001
C -0.0449 3.4634 0.4388  0.001
S 0.4035 2.5568 -1.0434  -0.002
O -0.2878 1.1618 -0.9076  -0.016
C -0.6243 3.3720 -2.2754  0.000
C -2.1161 3.1122 -2.1292  0.000
H 0.6675 5.2315 1.4443  0.000
H 0.0578 5.5537 -0.1725  0.000
H 1.6354 4.7905 0.0418  0.000
H -1.1305 3.5098 0.5112  -0.001
H 0.3322 2.8396 1.2511  -0.001
H -0.2493 3.0051 -3.2317  0.000
H -0.3687 4.4297 -2.1868  0.000
H -2.3265 2.0460 -2.1623  0.000
H -2.6383 3.5841 -2.9601  0.000
H -2.5223 3.5253 -1.2072  0.000
C -2.0095 -2.3646 0.1513  0.012
N -3.0940 -3.0416 -0.4908  0.012
C -3.9515 -2.0776 -1.1828  0.000
N -3.1797 -1.3609 -2.2004  0.004
C -2.0978 -0.6523 -1.5850  0.012
N -1.1597 -1.6067 -0.8621  -0.033
C -0.6626 -2.6093 -1.8750  0.003
N -1.7683 -3.2938 -2.4872  0.002
C -2.5588 -3.9991 -1.4676  0.000
C -2.6473 -2.3312 -3.1654  0.000
H -1.3754 -3.0904 0.6408  -0.003
H -2.3830 -1.6524 0.8849  0.002
H -4.3611 -1.3692 -0.4615  0.000
H -4.7752 -2.6046 -1.6607  0.000
H -2.4723 0.0694 -0.8604  -0.003
H -1.5252 -0.1251 -2.3442  0.003
H -0.0098 -3.3232 -1.3690  -0.008
H -0.0863 -2.0791 -2.6364  0.018
H -1.9308 -4.7304 -0.9565  0.000
H -3.3829 -4.5193 -1.9510  0.000
H -3.4782 -2.8689 -3.6174  0.000
H -2.0906 -1.8119 -3.9461  0.000
S -1.7441 1.8962 3.3714  0.327
C -1.1332 0.8570 2.3688  -0.038
N -0.7039 0.0463 1.5995  0.096

Cartesian forces (eV/Å) of the 3 atoms listed first:
2.89 -0.16 -0.55
-0.08 0.15 0.10
-0.20 0.17 -0.03

E = -66191.126 eV
Energy above the lowest of the compared OMol25 structures with the same formula, charge and spin = 0.807 eV
LUMO energy (alpha / beta) = -0.27907 / -0.32117 Eh
E_HOMO (alpha / beta) = -14.4157 / -14.4144 eV
Multiplicity = 2
Gap between HOMO and LUMO (alpha / beta) = 6.82 / 5.67 eV
Net charge = +2

> The lowest E belongs to which entry?

C49H39AsN2NaO4PS2Se2

> What is the E in the second record?

-118300.407 eV

> Look up the E of the first one.

-289525.245 eV